71
Properties=species:S:1:pos:R:3:forces:R:3:mulliken_charge:R:1 method="wB97M-V/def2-TZVPD" homo_lumo_gap_ev=3.35 charge=+1 lumo_ev=-6.67 e_tot_ev=-96404.8629
F 1.84562 -0.30454 -4.35602 -0.5 -0.1 1.0 -0.274
C 1.26971 -0.54405 -3.16184 0.1 0.1 -0.3 0.533
C 0.27404 0.30195 -2.67024 -0.2 0.3 -0.1 0.123
F -0.11890 1.36721 -3.39422 0.2 -0.3 0.2 -0.298
C -0.34361 0.02979 -1.45349 -0.1 -0.2 -0.1 0.326
F -1.38187 0.82057 -1.06217 0.7 -0.2 -0.2 -0.362
C 0.00897 -1.07151 -0.67512 -0.3 0.4 -0.7 0.276
Si -0.75785 -1.45053 0.97357 1.5 -1.5 1.2 -1.161
C -1.75279 -0.17132 1.89119 -0.5 1.4 0.1 0.373
C -2.97369 -0.41910 2.53401 0.0 -0.8 -0.1 0.556
F -3.66923 -1.55336 2.27537 0.4 0.9 0.2 -0.313
C -3.50797 0.41771 3.50976 -0.4 0.0 0.5 0.049
F -4.66027 0.10413 4.12610 0.7 0.2 -0.5 -0.294
C -2.79538 1.53598 3.93079 0.1 0.1 0.2 0.725
F -3.23972 2.29496 4.94496 0.3 -0.6 -0.7 -0.352
C -1.58747 1.83807 3.30173 0.4 0.0 0.0 0.916
F -0.79804 2.81640 3.80913 -0.6 -0.3 -0.5 -0.499
C -1.15525 1.05571 2.23164 0.3 0.0 0.0 0.004
F -0.03678 1.46078 1.55835 -0.7 -0.4 0.7 -0.518
C -1.71401 -3.06248 0.95977 -0.6 -0.1 -0.2 -0.300
C -2.60304 -3.37025 -0.06977 -0.1 0.1 0.1 0.610
F -2.88435 -2.41407 -0.99839 0.3 -0.6 0.4 -0.328
C -3.29299 -4.57682 -0.12368 -0.3 0.2 -0.5 0.065
F -4.16652 -4.79997 -1.12124 0.5 0.0 0.5 -0.285
C -3.08819 -5.53969 0.86413 0.0 -0.3 -0.2 0.622
F -3.66575 -6.74548 0.76869 0.3 0.8 0.1 -0.274
C -2.26960 -5.23260 1.94481 0.3 -0.2 0.3 -0.011
F -2.07492 -6.12798 2.92798 -0.2 0.5 -0.5 -0.284
C -1.64517 -3.99011 1.99518 0.1 0.3 0.6 0.658
F -1.04305 -3.62998 3.16345 -0.2 -0.5 -1.0 -0.279
O 0.66763 -1.83411 1.84140 -1.9 0.1 -2.5 -0.147
C 1.04426 -1.62286 3.08098 -0.6 1.8 3.1 0.979
C 0.40468 -0.90923 4.06873 0.5 -1.3 -1.8 -0.526
C 1.27718 -0.70726 5.24049 0.3 0.0 0.5 -1.074
C 2.53676 -1.55377 4.92815 0.1 0.1 0.3 -0.571
C 2.39192 -2.11647 3.50262 0.2 -0.1 0.1 -0.777
C 0.97356 -1.92365 -1.21902 0.0 -0.7 0.3 0.354
F 1.23143 -3.10703 -0.60282 0.0 1.0 -0.5 -0.313
C 1.63000 -1.66346 -2.41840 0.4 -0.4 -0.1 0.118
F 2.57763 -2.50620 -2.87262 -0.7 0.6 0.3 -0.279
H -0.59821 -0.51082 4.00850 0.2 -0.1 0.1 0.707
H 1.52075 0.35842 5.32012 0.1 0.0 0.2 0.190
H 0.83357 -0.99722 6.20020 -0.1 0.0 -0.2 0.320
H 3.40997 -0.90632 5.00058 0.2 -0.3 0.2 0.317
H 2.60999 -2.37532 5.65148 0.2 0.3 -0.2 0.303
H 2.43976 -3.21130 3.51531 -0.2 0.1 -0.2 0.226
H 3.18421 -1.79486 2.81101 -0.2 0.1 0.1 0.218
F -0.21574 7.94192 3.45326 -0.9 -1.4 -1.0 -0.288
C -0.75381 6.90219 2.72636 0.9 1.0 0.3 -0.063
C -1.68481 6.06271 3.34871 0.2 -0.1 -0.9 -0.661
C -2.17117 5.00762 2.57401 -1.2 -0.4 0.6 0.300
F -3.24848 4.30709 3.06629 1.6 0.6 -0.5 -0.339
C -1.68564 4.69180 1.32136 -0.1 0.4 -0.7 -0.422
C -0.87783 5.66124 0.63149 0.3 -0.2 1.6 1.007
C -0.80798 5.54790 -0.76625 -0.5 0.7 -0.2 -0.364
C -0.37633 6.59143 -1.65267 0.8 0.3 -0.6 0.491
C -1.16223 6.91517 -2.79771 0.1 -0.6 0.5 -0.705
C -0.86432 8.03480 -3.55965 0.2 0.2 0.0 -0.530
C 0.24155 8.84099 -3.25243 -0.2 -0.5 0.3 -0.470
C 1.05954 8.46634 -2.18921 0.9 0.3 0.6 0.312
F 2.16441 9.23233 -1.88771 -1.4 -1.0 -0.5 -0.283
C 0.79598 7.36026 -1.39653 -0.4 0.2 0.1 -0.501
C -0.37770 6.77458 1.39723 -0.3 -0.1 -0.1 -0.501
H -2.03002 6.23617 4.35997 0.0 0.0 -0.1 0.533
H -1.99488 3.78469 0.79317 -0.2 0.4 0.3 0.410
H -1.34801 4.69954 -1.19579 0.1 0.2 0.0 0.540
H -2.03473 6.29259 -3.01914 0.3 0.3 0.0 0.416
H -1.49491 8.29852 -4.40688 0.1 -0.1 0.2 0.406
H 0.47237 9.73958 -3.81174 0.0 -0.1 0.0 0.473
H 1.47375 7.08186 -0.58719 -0.1 0.2 -0.4 0.686
H 0.24776 7.54356 0.93243 -0.4 -0.3 0.4 0.501

***

17
Properties=species:S:1:pos:R:3:forces:R:3:mulliken_charge:R:1 method="wB97M-V/def2-TZVPD" homo_lumo_gap_ev=6.30 charge=-1 lumo_ev=3.40 e_tot_ev=-21169.3909
C 0.65394 -0.08683 0.42825 0.1 0.8 -0.3 -0.592
C 0.12267 -1.16137 1.33426 -1.1 0.5 1.0 -0.623
S -0.92438 -0.43193 2.68379 0.0 0.2 -0.4 -0.678
N 0.97812 -0.58897 -0.92384 -0.2 0.1 0.8 -0.136
C 1.27207 0.24059 -1.95006 0.1 -0.1 -0.7 0.441
N 1.77674 1.47613 -1.58846 0.3 0.3 0.5 -0.379
O 1.12403 -0.04906 -3.13618 0.2 -0.1 0.3 -0.693
H -0.01061 0.78353 0.36545 -0.7 -0.5 -0.2 0.320
H 1.48995 0.41335 0.89720 0.9 -0.3 0.2 0.216
H -0.47548 -1.86926 0.75558 0.1 -0.1 0.0 0.261
H 0.87918 -1.66293 1.92404 0.5 -0.4 -0.6 0.247
H 0.42430 -1.39039 -1.17889 0.0 0.0 -0.2 0.216
H 2.07166 1.62192 -0.62841 -0.1 -0.2 -0.3 0.207
H 2.39193 1.87857 -2.27612 -0.2 0.0 -0.1 0.248
H -2.64314 0.93255 0.79438 -0.1 -0.6 0.3 0.287
H -2.91742 1.17097 -0.66388 -0.1 -0.1 -0.1 0.296
O -3.26445 0.67613 0.08754 0.3 0.6 -0.1 -0.641

***

19
Properties=species:S:1:pos:R:3:forces:R:3:mulliken_charge:R:1 method="wB97M-V/def2-TZVPD" smiles=CCC.CC homo_lumo_gap_ev=12.55 lumo_ev=1.16 e_tot_ev=-5411.8174
C 0.72467 2.33594 1.15245 0.4 0.2 0.4 -0.781
C -0.42887 1.61075 1.83776 0.4 0.4 0.6 -0.829
H 1.53715 2.43140 1.88028 0.1 -0.2 -0.2 0.249
H 1.11253 1.85047 0.26070 0.0 -0.2 0.0 0.263
H 0.50879 3.37424 0.89521 -0.4 -0.1 -0.2 0.277
H -0.89885 2.31977 2.50961 -0.4 0.1 0.1 0.360
H -1.17696 1.19840 1.18485 -0.3 -0.1 -0.4 0.238
H -0.07381 0.82523 2.50575 0.1 -0.2 -0.3 0.260
C 0.22756 -1.08305 -0.72652 -0.6 0.0 -0.2 0.430
C 0.57428 -1.36225 -2.17702 0.5 -1.0 -0.8 -1.254
C -1.07677 -1.75124 -0.29502 0.2 -0.4 -0.2 -1.392
H 0.98581 -1.46863 -0.04703 0.3 0.4 -0.1 0.269
H 0.14351 -0.00221 -0.63801 0.1 0.1 0.4 -0.158
H 1.18195 -0.60238 -2.65933 -0.1 0.4 0.1 0.348
H -0.95470 -2.82973 -0.41746 -0.2 -0.1 0.0 0.406
H -0.30376 -1.55377 -2.79841 -0.2 0.4 0.1 0.310
H 1.16941 -2.26905 -2.34625 -0.1 -0.1 0.5 0.313
H -1.30325 -1.57726 0.74783 0.0 0.1 0.3 0.349
H -1.94870 -1.44662 -0.86939 0.0 0.1 -0.2 0.343

***

11
Properties=species:S:1:pos:R:3:forces:R:3:mulliken_charge:R:1 method="wB97M-V/def2-TZVPD" homo_lumo_gap_ev="9.10 / 9.10" lumo_ev="0.86 / 0.86" e_tot_ev=-7761.6796
C -0.25385 -0.93989 -0.50020 -2.1 2.0 2.0 -0.675
C -1.67102 -0.89765 -0.20162 -0.2 -1.7 -0.8 -0.068
C 0.33248 0.16586 0.07962 -7.0 0.5 2.3 0.533
C 1.55481 0.88936 0.14245 -0.4 0.6 2.7 -0.962
N -1.11753 0.93707 0.90824 6.3 -0.6 -2.0 -0.335
O -2.03908 0.13978 0.56647 -1.0 -2.9 -1.7 -0.065
H 0.22573 -1.76470 -0.97044 0.1 -0.3 -0.5 0.356
H -2.48525 -1.66618 -0.54725 1.6 1.9 1.0 0.337
H 2.21830 0.45330 0.89794 0.0 0.4 0.0 0.250
H 1.98872 0.76734 -0.76996 1.7 0.3 -2.6 0.338
H 1.24668 1.91570 0.39477 0.8 -0.2 -0.2 0.291

***

17
Properties=species:S:1:pos:R:3:forces:R:3:mulliken_charge:R:1 method="wB97M-V/def2-TZVPD" smiles=CCC(S)(S)CS homo_lumo_gap_ev=9.16 lumo_ev=0.52 e_tot_ev=-36814.3815
C -1.47120 -1.41197 0.67584 2.2 -3.6 1.9 -1.228
C -0.38155 -1.05309 -0.31342 2.0 -1.1 2.8 -0.872
C 1.20149 0.68134 -0.96875 2.2 -1.0 3.2 -0.987
C 0.03579 0.41794 -0.07646 -1.2 -0.5 -0.5 0.372
S 2.76103 -0.01556 -0.15707 0.4 0.3 -0.5 -0.223
S -1.47296 1.27025 -0.81576 0.1 1.3 1.3 -0.182
S 0.32447 0.69505 1.71195 -0.4 1.5 -0.5 -0.118
H -2.37751 -1.05946 0.41471 -3.1 1.1 -1.3 0.429
H -1.52074 -2.54705 0.70640 -0.2 1.2 0.0 0.307
H -1.37614 -1.08602 1.74442 0.6 -0.3 -1.1 0.359
H 0.52005 -1.82468 -0.24667 -1.5 1.8 0.2 0.324
H -0.73930 -1.18174 -1.28963 -0.5 0.0 -1.6 0.445
H 1.50297 1.63570 -1.16836 0.0 2.8 -0.5 0.543
H 1.17331 0.13137 -1.82130 -0.6 -1.4 -2.7 0.388
H 3.56960 1.09003 -0.21632 -0.7 -0.5 0.0 0.143
H -1.76926 2.22611 0.16733 0.5 -1.0 -1.0 0.157
H 0.01995 2.03179 1.65309 0.3 -0.7 0.2 0.143

***

14
Properties=species:S:1:pos:R:3:forces:R:3:mulliken_charge:R:1 method="wB97M-V/def2-TZVPD" smiles="N=C=CC[C@@H]1CO1" homo_lumo_gap_ev=8.95 lumo_ev=0.79 e_tot_ev=-8831.7166
N -2.66091 0.86975 -0.06016 0.4 0.0 0.2 -0.576
C -1.62152 0.57654 0.50842 -0.8 0.6 0.7 0.756
O -0.31403 -0.42842 -1.23383 0.8 -0.7 1.9 -0.465
C 0.99432 -0.80422 -1.41460 1.6 -0.3 -0.5 -0.440
C 0.91158 -0.59034 0.00595 -0.4 -0.1 -0.8 0.022
C 0.83087 0.70830 0.73344 -0.4 -0.1 -0.2 -0.406
C -0.55967 0.46752 1.28171 -0.7 0.9 0.5 -0.866
H -3.06922 0.24107 -0.74587 0.3 -0.2 0.1 0.301
H 1.63555 -0.12414 -1.95530 0.1 0.1 -0.6 0.277
H 1.09342 -1.85495 -1.67768 0.4 -0.1 -0.4 0.260
H 0.98329 -1.43275 0.71565 -0.9 0.1 -0.8 0.275
H 0.89986 1.55999 0.05126 -0.1 -0.1 0.1 0.245
H 1.54670 0.85101 1.56069 -0.2 -0.4 -0.4 0.298
H -0.67024 -0.03936 2.23032 -0.1 0.1 0.1 0.318

***

10
Properties=species:S:1:pos:R:3:forces:R:3:mulliken_charge:R:1 method="wB97M-V/def2-TZVPD" smiles="C=[NH+][O-].N" homo_lumo_gap_ev=9.01 lumo_ev=-0.30 e_tot_ev=-6156.9531
C 0.53914 -1.17744 0.17011 3.5 -0.5 -2.0 -0.267
N 1.36536 -0.19050 0.01048 -1.9 2.7 1.6 -0.145
N -1.61423 0.69804 -0.34078 0.8 -0.4 2.0 -0.729
O 1.36734 1.19900 0.98265 -0.1 -4.3 -3.1 -0.467
H -0.16089 -1.24022 0.91550 -1.2 0.4 2.1 0.337
H 0.66171 -2.15931 -0.38310 -0.2 1.6 -0.1 0.214
H 1.78625 -0.06144 -0.93790 0.3 -0.3 1.5 0.279
H -1.87395 1.67821 -0.43063 -0.4 -0.1 0.5 0.249
H -0.66651 0.75244 -0.69707 0.1 -0.1 -0.1 0.263
H -1.40423 0.50122 0.71073 -0.8 1.0 -2.3 0.264

***

15
Properties=species:S:1:pos:R:3:forces:R:3:mulliken_charge:R:1 method="wB97M-V/def2-TZVPD" smiles="C=CO.C=NC" homo_lumo_gap_ev=9.90 lumo_ev=0.76 e_tot_ev=-7829.1364
C 2.53047 -0.81334 -0.19241 0.6 -0.4 0.1 -0.744
C 1.02123 -1.84208 1.21291 0.5 -1.0 0.6 -0.228
N 1.50332 -1.84570 0.04609 -0.7 1.7 -0.2 -0.412
H 3.36019 -0.76821 0.52255 -0.1 -0.3 0.2 0.341
H 2.96620 -0.89437 -1.18123 -0.1 -0.2 -0.2 0.289
H 2.04212 0.15565 -0.13531 -0.1 0.1 -0.1 0.229
H 0.03456 -2.27282 1.39704 0.3 -0.4 0.0 0.276
H 1.61476 -1.55983 2.11120 -0.5 0.6 -0.4 0.265
C -2.98532 1.95952 -0.27998 0.4 -0.6 0.6 -0.685
C -2.07845 1.13397 -0.79980 -0.3 0.6 0.2 0.054
O -0.74747 1.46700 -0.83185 0.0 -0.3 0.1 -0.485
H -3.99898 1.62380 -0.12772 -0.1 0.1 -0.4 0.257
H -2.68262 2.84303 0.27389 0.1 0.0 -0.3 0.245
H -2.31662 0.17757 -1.25920 -0.1 0.1 0.1 0.291
H -0.26339 0.63579 -0.75617 0.2 0.1 -0.2 0.306

***

Result set for energy relative to the best compared isomer or geometry (same formula, charge and spin): 1.360, 0.817, 0.232, 4.847, 1.651, 4.486, 5.543, 3.184 eV, one per record in the order listed.